No. 1
# C32H64Br2F4N7Ni2O22S4

A structure of composition C32H64Br2F4N7Ni2O22S4 at a distorted geometry (the ωB97M-V functional and the def2-TZVPD basis, OMol25).

Structure (XYZ):
```
137
Properties=species:S:1:pos:R:3:mulliken_spin:R:1
C -0.912 -2.699 2.374 0.014
C -1.451 -4.124 2.761 0.004
C -2.740 -4.341 1.896 0.000
C -2.470 -4.581 0.418 -0.002
C -1.583 -5.857 0.221 0.000
C -0.191 -5.727 0.948 -0.003
N -0.406 -5.169 2.370 0.002
O 0.801 -5.179 3.109 -0.003
C 0.655 -4.701 0.169 0.021
C 0.495 -7.123 0.953 0.000
C -1.763 -4.244 4.296 0.000
H -1.580 -1.980 2.848 0.003
H -0.837 -2.409 1.326 0.014
H 0.072 -2.407 2.741 -0.018
H -3.391 -3.468 1.868 0.000
H -3.343 -5.132 2.342 0.000
H -1.988 -3.729 -0.061 0.001
H -3.388 -4.794 -0.129 0.000
H -1.425 -6.011 -0.846 0.000
H -2.079 -6.762 0.573 0.000
H 1.636 -4.643 0.641 0.002
H 0.223 -3.702 0.121 -0.016
H 0.796 -4.974 -0.877 0.001
H 1.565 -7.142 1.161 0.000
H 0.398 -7.533 -0.052 0.000
H -0.097 -7.835 1.528 0.000
H -2.347 -3.366 4.572 0.000
H -0.875 -4.173 4.924 0.000
H -2.306 -5.147 4.572 0.000
Ni 3.963 -2.509 -2.144 1.254
Ni 1.913 -1.656 -4.086 1.690
C 1.264 2.699 -2.177 0.008
C 1.595 4.107 -1.718 -0.001
N 0.591 4.744 -0.686 0.000
C 0.626 3.787 0.557 0.001
C 1.250 6.106 -0.212 0.000
C 1.107 7.281 -1.170 0.000
C -0.802 4.806 -1.293 0.000
C -1.857 5.337 -0.256 0.000
O -1.472 6.355 0.598 0.000
C -2.550 7.087 1.249 0.000
H 1.847 2.527 -3.082 0.001
H 0.251 2.461 -2.503 -0.001
H 1.493 1.999 -1.374 -0.007
H 1.577 4.838 -2.526 0.000
H 2.631 4.146 -1.381 0.000
H 0.033 4.205 1.370 -0.003
H 1.654 3.620 0.878 0.004
H 0.203 2.806 0.339 -0.008
H 2.309 5.899 -0.064 0.000
H 0.768 6.366 0.731 0.000
H 1.568 7.212 -2.156 0.000
H 1.441 8.175 -0.643 0.000
H 0.058 7.500 -1.369 0.000
H -1.023 3.780 -1.589 0.000
H -0.686 5.402 -2.198 0.000
H -2.130 4.523 0.416 0.000
H -2.717 5.625 -0.861 0.000
H -3.310 7.506 0.590 0.000
H -2.120 7.983 1.696 0.000
H -3.046 6.533 2.047 0.000
C 1.645 -0.727 0.875 0.162
C 0.587 0.058 1.274 0.075
C -0.648 0.311 0.376 -0.072
O -1.725 0.903 0.750 -0.007
C -0.675 -0.273 -0.901 0.115
C 0.462 -0.955 -1.476 -0.056
C 1.601 -1.349 -0.433 0.102
O 2.522 -2.097 -0.723 0.150
O 0.641 -1.139 -2.675 0.026
O 0.826 0.650 2.418 0.355
H 2.569 -0.884 1.411 -0.002
H -1.529 -0.064 -1.527 -0.009
N 1.545 -1.085 -5.903 0.022
S 0.321 -0.378 -6.543 0.002
O -0.960 -1.105 -6.599 0.001
O 0.637 0.775 -7.364 0.005
F 0.090 0.380 -5.128 0.002
S 2.162 -1.551 -7.405 0.000
O 3.061 -0.638 -8.080 0.005
O 1.301 -2.448 -8.176 0.003
F 3.174 -2.627 -6.769 0.002
N 4.881 -3.606 -0.834 0.009
S 5.270 -3.604 0.702 0.000
O 6.659 -3.500 1.017 0.003
O 4.397 -4.330 1.658 0.001
F 4.859 -2.051 1.072 0.001
S 5.169 -5.319 -0.960 -0.001
O 4.139 -6.170 -0.392 0.001
O 6.535 -5.799 -0.901 0.002
F 4.718 -5.424 -2.510 0.001
O 2.662 -3.392 -3.417 0.153
H 2.330 -4.289 -3.618 -0.003
C -2.324 -2.337 -3.685 0.000
N -1.244 -3.333 -3.654 -0.001
O -1.289 -4.178 -2.816 -0.001
O -0.322 -3.162 -4.494 0.003
H -1.915 -1.334 -3.566 -0.001
H -3.011 -2.465 -2.848 0.000
H -2.834 -2.477 -4.638 0.000
C -1.733 0.316 5.020 0.004
N -1.355 1.478 5.885 0.000
O -0.393 1.272 6.598 0.000
O -2.126 2.413 5.991 0.000
H -1.369 -0.628 5.427 0.000
H -1.422 0.497 3.991 -0.002
H -2.817 0.368 4.917 0.000
C 4.654 1.414 1.775 0.000
N 4.414 1.433 0.290 0.000
O 3.509 2.102 -0.098 0.000
O 5.219 0.891 -0.425 0.001
H 3.646 1.242 2.152 -0.003
H 4.959 2.396 2.140 0.000
H 5.378 0.631 2.001 0.000
Br 0.826 -2.358 5.833 0.000
C 2.002 -0.741 5.530 0.002
C 3.290 -1.186 4.748 -0.004
Br 4.645 0.343 4.833 0.000
H 2.299 -0.298 6.480 0.000
H 1.451 0.017 4.974 0.000
H 3.017 -1.389 3.712 0.002
H 3.719 -2.063 5.233 0.000
C -3.840 2.199 -1.803 0.000
C -4.528 2.906 -0.684 0.000
O -5.259 3.980 -1.235 0.000
C -5.914 4.807 -0.298 0.000
C -6.073 6.203 -0.934 0.000
H -3.046 2.795 -2.253 0.000
H -3.259 1.368 -1.403 0.000
H -4.515 1.971 -2.628 0.000
H -5.197 2.243 -0.136 0.000
H -3.787 3.141 0.080 0.000
H -6.890 4.340 -0.176 0.000
H -5.369 4.879 0.643 0.000
H -5.113 6.684 -1.119 0.000
H -6.732 6.876 -0.386 0.000
H -6.479 6.172 -1.945 0.000
```

Properties
Net charge   +1
2S+1   5
Frontier orbital gap (spin up / spin down)   4.9752 / 3.3519 eV
Strongest force on any atom   0.1824 hartree/bohr

No. 2
# C19H56N4O9

A cluster of 9 separate species, C19H56N4O9 in total at a distorted geometry (the ωB97M-V functional and the def2-TZVPD basis, OMol25).

Structure (XYZ):
```
88
Properties=species:S:1:pos:R:3:lowdin_charge:R:1
C -0.368 -0.407 3.585 -0.181
O -0.514 -1.213 4.701 -0.106
H 0.697 -0.664 3.341 0.091
H -0.568 0.698 3.739 0.085
H -0.896 -0.770 2.697 0.061
H 0.102 -0.907 5.335 0.057
C -1.009 -0.135 -2.519 -0.150
O -0.263 0.922 -3.041 -0.162
H -1.846 -0.354 -3.118 0.064
H -1.367 0.214 -1.467 0.087
H -0.470 -1.109 -2.352 0.087
H -0.886 1.626 -3.320 0.057
C 2.282 -1.461 -3.740 -0.645
O 2.715 -2.344 -4.682 -0.150
N 2.215 -1.680 -2.469 0.175
N 1.639 -0.422 -4.269 0.145
H 2.730 -2.546 -2.219 0.143
H 1.785 -1.103 -1.738 0.075
H 1.468 -0.313 -5.238 0.097
H 1.163 0.267 -3.606 0.080
C -2.828 0.924 0.936 -0.523
O -1.379 1.042 0.857 -0.152
N -3.569 1.828 1.513 0.178
N -3.453 -0.093 0.506 0.194
H -3.071 2.680 1.945 0.106
H -4.584 1.731 1.523 0.124
H -2.972 -0.917 0.288 0.076
H -4.474 -0.248 0.636 0.154
C -0.333 -3.175 0.410 -0.011
C -1.799 -3.482 -0.001 -0.625
C -1.987 -4.993 -0.411 -0.011
O -2.576 -3.167 0.894 0.035
H 0.142 -4.112 0.771 0.069
H -0.182 -2.480 1.198 0.046
H 0.260 -2.872 -0.509 0.091
H -2.029 -2.851 -0.856 0.123
H -1.586 -5.132 -1.366 0.056
H -3.028 -5.120 -0.588 0.058
H -1.573 -5.750 0.282 0.095
H -3.427 -3.282 0.541 0.095
C 3.002 -0.217 0.632 -0.038
C 1.658 0.491 0.546 -0.588
C 1.961 1.701 -0.410 -0.027
O 0.704 -0.181 0.041 -0.030
H 3.285 -0.643 -0.353 0.084
H 2.892 -0.970 1.330 0.022
H 3.754 0.441 1.036 0.089
H 1.427 0.850 1.573 0.127
H 2.394 1.354 -1.323 0.061
H 2.547 2.488 0.073 0.077
H 0.970 2.075 -0.722 0.060
H -0.110 0.215 0.283 -0.004
C 2.159 -4.571 3.194 -0.029
C 3.051 -4.211 1.958 -0.648
C 4.269 -3.295 2.126 -0.030
O 3.467 -5.133 1.235 0.028
H 1.395 -5.315 2.847 0.091
H 1.694 -3.761 3.743 0.067
H 2.861 -5.025 3.863 0.059
H 2.236 -3.620 1.383 0.130
H 5.145 -3.774 2.391 0.054
H 3.920 -2.577 2.871 0.075
H 4.293 -2.751 1.177 0.072
H 3.788 -5.879 1.746 0.126
C 0.102 3.427 2.755 -0.054
C -1.111 4.172 2.299 -0.628
C -1.053 4.211 0.740 -0.045
O -2.238 3.866 2.726 0.028
H 0.103 2.355 2.651 0.035
H 0.286 3.668 3.845 0.100
H 0.979 3.829 2.274 0.080
H -0.796 5.194 2.640 0.149
H -1.752 4.954 0.446 0.059
H -1.388 3.323 0.250 0.036
H -0.100 4.417 0.226 0.093
H -2.173 4.093 3.665 0.157
C -1.329 4.263 -2.430 -0.026
C -1.963 3.749 -3.724 -0.644
C -0.905 3.770 -4.891 -0.015
O -2.499 2.655 -3.784 0.016
H -0.427 3.754 -2.106 0.083
H -2.019 4.559 -1.696 0.057
H -0.817 5.086 -2.757 0.052
H -2.797 4.448 -3.981 0.147
H -1.454 3.443 -5.815 0.096
H -0.143 2.989 -4.756 0.074
H -0.422 4.748 -5.032 0.083
H -3.014 2.503 -2.972 0.153
```

Properties
SMILES string   NC(N)=O.NC(N)=O.CC(C)O.CC(C)O.CC(C)O.CC(C)O.CC(C)O.CO.CO
Frontier orbital gap   7.8217 eV
Strongest force on any atom   0.2452 hartree/bohr

No. 3
# C28H28N2SiV

A structure of composition C28H28N2SiV at a distorted geometry (the ωB97M-V functional and the def2-TZVPD basis, OMol25).

Structure (XYZ):
```
60
Properties=species:S:1:pos:R:3:mulliken_spin:R:1
C 0.714 2.106 1.166 0.026
C -0.332 2.253 0.203 0.020
C -1.589 2.118 0.863 0.024
H -0.194 2.466 -0.850 -0.010
C -1.324 1.961 2.260 0.060
C 0.099 1.960 2.448 -0.099
H 0.623 1.963 3.405 -0.003
H 1.785 2.145 0.963 0.003
H -2.564 2.206 0.389 -0.004
H -2.070 1.966 3.051 0.001
V -0.464 0.309 1.173 1.948
C -0.779 -1.960 -1.362 -0.015
H -1.490 -1.962 -0.517 0.013
H 0.017 -2.671 -1.141 0.006
H -1.349 -2.258 -2.257 0.003
Si 0.123 -0.341 -1.915 -0.084
C 1.711 -0.531 -2.924 -0.006
C 2.451 0.673 -2.972 -0.003
H 1.960 1.639 -2.815 -0.001
C 3.842 0.633 -3.074 0.000
H 4.405 1.558 -2.967 0.000
C 4.485 -0.591 -3.268 -0.001
H 5.574 -0.638 -3.247 0.000
C 3.722 -1.745 -3.486 0.000
H 4.220 -2.673 -3.759 0.000
C 2.335 -1.735 -3.283 0.001
H 1.760 -2.657 -3.348 0.000
C -1.040 0.760 -2.872 0.003
C -0.575 1.539 -3.933 -0.001
H 0.377 1.293 -4.393 0.000
C -1.316 2.631 -4.395 -0.001
H -0.914 3.248 -5.199 0.000
C -2.559 2.927 -3.821 0.001
H -3.132 3.797 -4.164 0.000
C -3.074 2.086 -2.820 0.001
H -4.045 2.305 -2.366 0.000
C -2.350 0.958 -2.411 0.023
H -2.782 0.229 -1.719 -0.008
H -0.837 -0.106 -0.453 -0.025
H 0.886 0.591 -1.052 -0.005
C -3.815 -1.300 3.294 -0.003
C -3.175 -1.961 4.355 0.045
C -1.781 -2.023 4.370 -0.022
C -1.043 -1.381 3.370 0.069
N -1.694 -0.730 2.350 -0.103
C -3.054 -0.696 2.295 0.098
C 0.408 -1.373 3.283 0.024
C 1.283 -1.940 4.214 -0.003
C 2.658 -1.839 4.014 0.019
C 3.143 -1.237 2.844 0.001
C 2.251 -0.704 1.918 0.033
N 0.914 -0.753 2.166 -0.031
H -4.902 -1.249 3.232 0.000
H -3.752 -2.434 5.152 0.002
H -1.224 -2.573 5.125 0.000
H -3.484 -0.195 1.426 -0.002
H 0.852 -2.435 5.078 0.001
H 3.349 -2.225 4.760 0.000
H 4.210 -1.162 2.644 0.000
H 2.548 -0.243 0.969 0.004
```

Properties
Net charge   +1
2S+1   3
Frontier orbital gap (spin up / spin down)   6.5668 / 6.3321 eV
Strongest force on any atom   0.0639 hartree/bohr

No. 4
# C5H11NO2

A cluster of 2 separate species, C5H11NO2 in total at a distorted geometry (the ωB97M-V functional and the def2-TZVPD basis, OMol25).

Structure (XYZ):
```
19
Properties=species:S:1:pos:R:3:nbo_charge:R:1
C -1.172 0.728 -0.670 0.250
C -1.164 -0.190 0.347 -0.573
C 1.878 -1.950 1.638 -0.267
C -1.398 2.191 -0.447 -0.660
C 1.210 -0.365 0.046 0.660
N -1.026 0.334 -1.978 -0.804
O 1.540 -0.603 1.325 -0.518
O 1.281 -1.139 -0.887 -0.662
H 1.251 0.769 -0.126 0.116
H -0.585 -0.573 -2.092 0.408
H -0.662 1.032 -2.608 0.376
H -1.342 0.140 1.357 0.209
H -1.338 -1.235 0.137 0.213
H 0.995 -2.588 1.547 0.187
H 2.644 -2.302 0.940 0.196
H 2.243 -1.945 2.665 0.196
H -2.270 2.520 -1.015 0.232
H -0.532 2.765 -0.784 0.210
H -1.553 2.412 0.604 0.229
```

Properties
SMILES string   C=C(C)N.COC=O
Frontier orbital gap   8.9886 eV
Strongest force on any atom   0.0551 hartree/bohr

No. 5
# C27H35BaF2N8O4S3

A structure of composition C27H35BaF2N8O4S3 (the ωB97M-V functional and the def2-TZVPD basis, OMol25).

Structure (XYZ):
```
80
Properties=species:S:1:pos:R:3:lowdin_charge:R:1
Ba -0.236 0.247 0.932 1.742
N -1.114 -6.359 -2.418 0.080
C -0.436 -5.144 -2.253 -0.325
C 0.898 -5.023 -2.643 -0.038
C 1.583 -3.839 -2.438 -0.069
C 0.939 -2.760 -1.851 -0.290
C -0.390 -2.868 -1.466 -0.064
C -1.071 -4.056 -1.658 -0.022
S 1.811 -1.243 -1.583 0.544
O 2.995 -1.272 -2.408 -0.313
O 0.844 -0.182 -1.853 -0.417
N 2.103 -1.085 -0.029 -0.211
C 2.822 -1.980 0.679 -0.461
N 3.088 -1.600 1.952 0.091
C 3.658 -2.486 2.746 -0.142
C 4.033 -3.750 2.316 -0.076
C 3.800 -4.013 0.977 -0.143
N 3.216 -3.157 0.155 0.136
H -0.775 -6.918 -3.185 0.077
H -2.117 -6.266 -2.446 0.080
H 1.400 -5.868 -3.101 0.103
H 2.621 -3.737 -2.721 0.107
H -0.928 -2.019 -1.058 0.072
H -2.109 -4.131 -1.355 0.115
H 3.823 -2.167 3.771 0.110
H 4.489 -4.472 2.977 0.085
H 4.099 -4.962 0.539 0.103
C 2.914 2.076 -0.695 -0.091
O 1.930 2.325 0.297 -0.280
C 1.389 3.627 0.235 -0.200
C 0.291 3.734 -0.797 -0.196
O -0.760 2.857 -0.451 -0.292
C -2.020 3.485 -0.305 -0.113
H 3.702 2.838 -0.638 0.091
H 2.487 2.062 -1.701 0.087
H 3.330 1.094 -0.489 0.071
H 2.183 4.357 0.025 0.129
H 0.976 3.840 1.224 0.117
H 0.661 3.457 -1.790 0.127
H -0.070 4.768 -0.845 0.127
H -2.274 4.049 -1.210 0.086
H -2.025 4.162 0.557 0.092
H -2.753 2.695 -0.162 0.057
N 3.241 1.134 2.888 0.124
C 2.288 1.988 3.288 -0.699
N 1.008 1.795 3.129 0.024
C 0.280 2.833 3.673 -0.365
C 0.996 3.851 4.204 -0.378
S 2.688 3.501 4.075 1.004
C -1.186 2.738 3.663 -0.356
C -1.999 3.206 4.637 -0.370
S -3.639 2.802 4.261 1.008
C -3.089 2.004 2.804 -0.704
N -1.797 2.074 2.623 0.006
N -3.948 1.437 1.940 0.088
H 3.005 0.194 2.538 0.060
H 4.203 1.344 3.075 0.091
H 0.634 4.767 4.638 0.067
H -1.724 3.678 5.564 0.067
H -4.858 1.185 2.285 0.087
H -3.553 0.838 1.174 -0.016
F -1.316 -0.912 3.223 -0.322
C -0.267 -1.888 2.807 -0.384
F 0.633 -1.813 3.903 -0.189
H -0.801 -2.831 3.009 0.018
C -1.729 1.530 -3.419 -0.051
C -2.653 0.354 -3.066 -0.627
C -4.067 0.641 -3.591 -0.071
C -2.112 -0.911 -3.744 -0.055
C -2.713 0.182 -1.598 -0.240
C -2.833 0.037 -0.385 -0.176
H -1.679 1.657 -4.505 0.081
H -0.726 1.344 -3.036 0.065
H -2.105 2.455 -2.979 0.068
H -4.047 0.784 -4.676 0.074
H -4.473 1.541 -3.125 0.078
H -4.736 -0.190 -3.359 0.079
H -2.131 -0.786 -4.831 0.080
H -2.720 -1.780 -3.484 0.082
H -1.085 -1.100 -3.435 0.064
```

Properties
Net charge   -1
Frontier orbital gap   6.1285 eV
Strongest force on any atom   0.0030 hartree/bohr

No. 6
# C5H14NO

A cluster of 2 separate species, C5H14NO in total at a distorted geometry (the ωB97M-V functional and the def2-TZVPD basis, OMol25).

Structure (XYZ):
```
21
Properties=species:S:1:pos:R:3:nbo_charge:R:1
C -0.744 1.042 1.392 -0.654
C 0.205 1.000 0.212 -0.013
C -0.075 -0.238 -0.643 -0.478
C 0.929 -0.585 -1.688 -0.249
C 0.738 -0.546 -3.001 -0.314
N 1.627 0.807 0.827 -0.684
H -0.507 0.122 1.929 0.216
H -0.737 1.955 1.987 0.239
H -1.806 0.990 1.170 0.280
H 0.268 1.889 -0.412 0.230
H -1.015 -0.049 -1.165 0.257
H -0.249 -1.063 0.054 0.227
H 1.929 -0.918 -1.421 0.190
H 1.467 -0.934 -3.689 0.222
H -0.223 -0.229 -3.391 0.200
H 2.342 1.292 0.318 0.445
H 1.702 -0.183 0.842 0.438
H 1.713 1.216 1.757 0.442
H -2.861 -2.074 1.013 0.475
H -2.144 -2.074 2.245 0.469
O -2.560 -1.420 1.664 -0.940
```

Properties
Net charge   +1
Frontier orbital gap   10.3191 eV
Strongest force on any atom   0.0385 hartree/bohr

No. 7
# CHClFI

A structure of composition CHClFI at a distorted geometry (the ωB97M-V functional and the def2-TZVPD basis, OMol25).

Structure (XYZ):
```
5
Properties=species:S:1:pos:R:3:nbo_charge:R:1
C 0.065 -0.074 -0.069 -0.030
F 0.231 -0.209 -1.414 -0.355
Cl 0.151 -1.593 0.690 0.050
I -1.764 1.017 0.372 0.149
H 1.317 0.859 0.420 0.187
```

Properties
Frontier orbital gap   9.5037 eV
Strongest force on any atom   0.0900 hartree/bohr

No. 8
# C3H14NO5

A cluster of 4 separate species, C3H14NO5 in total at a distorted geometry (the ωB97M-V functional and the def2-TZVPD basis, OMol25).

Structure (XYZ):
```
23
Properties=species:S:1:pos:R:3:nbo_charge:R:1
O -0.099 1.335 -0.688 -0.583
C -0.348 1.408 0.482 0.794
O -0.721 2.507 1.127 -0.668
C -0.392 0.195 1.382 -0.149
C -1.799 -0.300 1.728 -0.621
N 0.410 -0.875 0.696 -0.707
H -0.404 3.334 0.745 0.524
H 0.079 0.334 2.353 0.245
H -2.359 -0.439 0.803 0.238
H -1.783 -1.185 2.346 0.230
H -2.285 0.507 2.264 0.255
H 0.175 -0.925 -0.309 0.473
H 0.191 -1.756 1.154 0.429
H 1.420 -0.662 0.614 0.481
H -1.493 -1.957 -1.974 0.484
H -2.535 -0.816 -1.932 0.495
O -1.657 -1.070 -1.639 -0.972
H 1.714 -0.485 -3.329 0.493
H 0.971 0.575 -2.529 0.502
O 1.643 -0.112 -2.454 -0.978
H 3.763 -0.021 0.098 0.501
H 2.696 0.298 -0.944 0.520
O 2.814 0.110 0.004 -0.987
```

Properties
Net charge   +1
Frontier orbital gap   12.1130 eV
Strongest force on any atom   0.0286 hartree/bohr